No. 1
52
Properties=species:S:1:pos:R:3 method="wB97M-V/def2-TZVPD" total_energy_ev=-67098.616 charge=-2 fmax_ev_per_a=6.6
O 10.5983 15.1949 0.2040
V 11.7208 14.5284 -0.6489
O 11.8826 12.9989 -0.1269
O 13.4911 16.6744 2.1298
C 14.0904 16.4084 1.0080
O 13.6019 15.6718 0.1272
O 15.2198 16.8723 0.8168
H 13.9322 17.4584 2.4650
O 12.2226 12.3368 -3.4963
C 13.3316 13.0545 -3.2229
O 14.3317 12.8940 -3.9082
O 13.3002 13.9609 -2.3741
H 12.8215 12.0787 -4.2008
O 10.9953 18.3714 -2.6601
C 11.8738 17.3794 -2.6907
O 12.9794 17.4504 -3.2887
O 11.5473 16.3873 -2.0080
H 10.3034 17.8420 -2.2568
C 8.7148 12.1709 -0.9103
C 8.7967 13.2226 -2.0911
C 7.8202 14.4295 -1.8410
O 7.3603 15.0445 -3.0937
C 6.3246 15.9010 -2.7909
N 10.1848 13.5833 -2.2171
H 7.8027 11.5742 -0.8995
H 8.6548 12.7160 0.0317
H 9.5081 11.4234 -0.9162
H 8.5141 12.6781 -2.9920
H 8.4041 15.1322 -1.2466
H 6.9932 14.1314 -1.1966
H 5.5148 15.3500 -2.3126
H 5.7630 16.0505 -3.7130
H 6.3913 16.9335 -2.4482
H 10.2252 14.1997 -3.0161
H 10.7860 12.8951 -2.6473
C 12.8620 13.6979 5.6995
C 12.7749 12.3844 4.8346
C 13.6278 12.3257 3.6406
O 13.1036 11.3120 2.8557
C 13.6949 10.8592 1.6596
N 13.2444 11.3412 5.7371
H 12.4133 14.6270 5.3481
H 13.8880 13.9172 5.9950
H 12.3232 13.4496 6.6139
H 11.7142 12.2414 4.6281
H 14.7077 12.2004 3.7199
H 13.5741 13.2450 3.0575
H 13.8938 11.6341 0.9192
H 13.1158 10.2153 0.9977
H 14.6517 10.3509 1.7788
H 13.3167 10.5472 5.1171
H 12.3432 11.1269 6.1394

=====

No. 2
48
Properties=species:S:1:pos:R:3 method="wB97M-V/def2-TZVPD" total_energy_ev=-41955.946 charge=-1 fmax_ev_per_a=1.5
C -2.4199 -1.5564 0.6181
O -1.2836 -2.0763 -0.0291
C -1.0254 -1.3658 -1.2127
C 0.5018 -1.2043 -1.3658
P 1.3170 -0.4275 0.0469
O 1.1309 -1.0752 1.3359
O 2.8969 -0.4736 -0.2901
O 0.9457 1.1214 0.0941
C -1.5760 -2.0610 -2.4604
N -1.6889 -3.5233 -2.2894
C -2.9243 -1.4927 -2.9541
O -3.1546 -1.7187 -4.1712
O -3.6598 -0.8858 -2.1395
H -2.1992 -0.6521 1.1842
H -2.7402 -2.3079 1.3367
H -3.2545 -1.3874 -0.0591
H -1.4969 -0.3838 -1.1709
H 0.6219 -0.5331 -2.2164
H 0.9356 -2.1637 -1.6279
H 3.0314 -0.5352 -1.2406
H 0.0374 1.2587 -0.2037
H -0.8726 -1.8716 -3.2707
H -1.1013 -3.8484 -1.5289
H -1.3155 -3.9522 -3.1231
C 5.6091 1.4720 0.7183
C 5.6484 2.0690 -0.6679
O 4.7396 2.7384 -1.1222
N 6.7652 1.8292 -1.4177
C 7.9412 1.0622 -1.0560
H 4.6705 1.7369 1.1931
H 5.6732 0.3851 0.6646
H 6.4304 1.8632 1.3219
H 6.7329 2.2525 -2.3307
H 8.8266 1.7000 -1.1036
H 8.0723 0.2353 -1.7570
H 7.8513 0.6605 -0.0532
C -5.2421 0.7330 1.2721
C -4.1189 1.4147 2.0177
O -3.0622 1.6971 1.4836
N -4.3154 1.7171 3.3348
C -5.4907 1.4686 4.1446
H -4.9326 0.5567 0.2445
H -5.4745 -0.2285 1.7326
H -6.1337 1.3625 1.2654
H -3.5235 2.1662 3.7650
H -5.8790 2.4136 4.5320
H -5.2275 0.8297 4.9906
H -6.2666 0.9812 3.5651

=====

No. 3
50
Properties=species:S:1:pos:R:3 method="wB97M-V/def2-TZVPD" total_energy_ev=-94546.716 charge=+2 spin_multiplicity=4 fmax_ev_per_a=5.7
Nd -0.0616 0.0979 0.1363
C 3.6232 -1.0685 0.6301
C 3.7038 0.0927 -0.3654
S 2.3475 0.4194 -1.5407
C 2.4566 -0.9445 -2.7511
C 2.0815 -2.3254 -2.2384
S 0.3882 -2.3617 -1.5374
C 0.5701 -3.4634 -0.0897
C 1.7139 -3.2007 0.8855
S 2.0150 -1.4684 1.4378
H 4.2891 -0.8298 1.4586
H 3.9849 -1.9928 0.1874
H 4.6041 -0.0324 -0.9677
H 3.7935 1.0422 0.1614
H 3.4720 -0.9514 -3.1462
H 1.7862 -0.6366 -3.5545
H 2.7759 -2.6771 -1.4809
H 2.0984 -3.0265 -3.0723
H 0.6672 -4.4803 -0.4690
H -0.3988 -3.3783 0.4026
H 2.6616 -3.5783 0.5084
H 1.5018 -3.7503 1.8022
C -2.5799 1.6399 3.6013
C -1.6374 1.0501 2.5625
O -0.7119 0.0620 3.0537
P -0.4087 2.3371 1.9806
O 0.0705 2.7387 3.4278
O -0.9534 3.6962 1.4362
O 0.7412 1.7265 1.2161
P -2.6068 -0.0074 1.3728
O -3.5892 -0.6751 2.3907
O -3.5285 0.7671 0.3801
O -1.7136 -1.0420 0.7197
H -2.0439 2.2865 4.2910
H -3.0662 0.8432 4.1603
H -3.3593 2.2262 3.1112
H -0.6999 0.0669 4.0196
H 0.6825 3.4917 3.4924
H -1.1741 3.7146 0.4911
H -4.3137 -1.2185 2.0376
C -3.5056 2.9173 -0.6668
C -2.8007 1.5753 -0.6480
C -2.9286 0.8264 -1.9705
O -1.4875 1.6378 -0.2195
H -3.0728 3.5544 -1.4375
H -3.4184 3.4037 0.3059
H -4.5625 2.7741 -0.8834
H -3.9561 0.4982 -2.1128
H -2.2834 -0.0577 -1.9631
H -2.6407 1.4762 -2.7941

=====

No. 4
46
Properties=species:S:1:pos:R:3 method="wB97M-V/def2-TZVPD" total_energy_ev=-25847.785 charge=-1 fmax_ev_per_a=0.4
C -3.9320 0.0068 -2.7673
C -2.6812 0.1573 -1.9175
N -1.7119 -0.8837 -2.2621
C -0.7931 -1.2074 -1.1595
O -0.3157 -0.0393 -0.6004
B 1.1711 0.0423 -0.7296
C 1.5888 1.5304 -1.3412
C 2.8063 2.1702 -0.7931
N 2.9090 3.1226 0.0505
C 1.8932 -0.3897 0.6671
C 1.6688 0.5384 1.8728
C 1.4536 -0.1814 3.2147
C 0.4459 0.4997 4.1396
C -0.9707 0.6329 3.5506
N -1.3103 1.9874 3.0910
O 1.4647 -1.0048 -1.7875
C 0.4561 -1.9800 -1.6587
B 0.2636 -2.6824 -3.0654
O 0.7324 -2.0647 -4.1771
O -0.3463 -3.9149 -3.2254
H -3.6630 -0.1115 -3.8195
H -4.5149 -0.8695 -2.4699
H -4.5749 0.8847 -2.6816
H -2.2239 1.1307 -2.0975
H -2.9357 0.1256 -0.8492
H -2.2314 -1.7253 -2.4987
H -1.3281 -1.8058 -0.3934
H 1.7368 1.3589 -2.4127
H 0.7383 2.2129 -1.2264
H 3.7597 1.7491 -1.1385
H 1.9668 3.4310 0.3111
H 1.4875 -1.3800 0.9186
H 2.9649 -0.5451 0.4879
H 2.5219 1.2140 1.9712
H 0.8046 1.1853 1.6793
H 1.1198 -1.2065 3.0228
H 2.4016 -0.2673 3.7570
H 0.8077 1.5018 4.3990
H 0.3985 -0.0570 5.0813
H -1.0647 -0.0574 2.7061
H -1.7015 0.3215 4.3019
H -2.1004 2.3672 3.5919
H -0.5364 2.6269 3.2052
H 0.6994 -2.7236 -0.8737
H 1.1521 -1.2559 -3.8462
H -0.4809 -4.3246 -2.3713

=====

No. 5
39
Properties=species:S:1:pos:R:3 method="wB97M-V/def2-TZVPD" total_energy_ev=-40101.446 charge=+2 spin_multiplicity=4 fmax_ev_per_a=7.3
B 3.7880 -1.8645 1.5856
C 3.6451 -1.0567 0.1892
C 2.2546 -0.3981 0.1240
C 2.1107 0.3579 -1.1753
C 0.7601 1.0082 -1.4238
C 0.5199 2.2246 -0.5304
C -0.9320 2.3574 -0.0782
C -1.2664 1.5788 1.1974
C -1.8301 0.1798 0.9531
C -3.2813 0.1890 0.5090
C -3.8429 -1.1913 0.2049
C -3.2167 -1.8850 -0.9930
H 3.2705 -2.9802 1.4866
H 4.8486 -1.6448 2.1421
H 3.0412 -1.5963 2.6051
H 4.4423 -0.3121 0.1164
H 3.7887 -1.7803 -0.6442
H 2.0750 0.2552 0.9680
H 1.4927 -1.1709 0.1660
H 2.2841 -0.3861 -1.9645
H 2.9283 1.1141 -1.2556
H 0.0303 0.2354 -1.2076
H 0.6279 1.2640 -2.4713
H 1.1519 2.2017 0.3532
H 0.8024 3.1176 -1.0784
H -1.0971 3.4101 0.1216
H -1.6094 2.1044 -0.8884
H -1.9878 2.1375 1.7806
H -0.3548 1.4832 1.7834
H -1.2408 -0.3111 0.1795
H -1.7331 -0.4317 1.8457
H -3.3923 0.8122 -0.3756
H -3.8733 0.6180 1.3113
H -3.8178 -1.8115 1.0952
H -4.8944 -1.0565 -0.0289
H -2.1317 -1.8046 -1.0018
H -3.4625 -2.9382 -1.0128
H -3.5761 -1.4308 -1.9097
Er 3.6782 -0.5984 -2.6785

=====

No. 6
55
Properties=species:S:1:pos:R:3 method="wB97M-V/def2-TZVPD" total_energy_ev=-93895.756 charge=+2 spin_multiplicity=2 fmax_ev_per_a=3.0
Sc 1.5121 -2.5228 1.2278
C -1.4924 -2.4194 0.9334
O -0.1528 -1.9723 1.0856
H -1.6455 -2.8524 -0.0409
H -2.1234 -1.5523 0.9905
H -1.7593 -3.1069 1.7376
F 3.4376 -3.9144 1.6435
Sb 2.4826 -5.5270 1.1102
F 1.6057 -4.1470 -0.1349
F 3.9099 -6.1585 0.1897
F 1.1719 -4.5054 2.2277
F 2.8343 -6.5189 2.6917
F 1.1990 -6.6553 0.4271
C 3.9149 3.1460 -0.8834
C 4.4977 1.7869 -0.7397
O 3.5839 1.1068 0.1680
P 3.7172 -0.3446 0.7017
O 2.6691 -1.2345 0.0572
Te 3.1449 -0.5501 3.0774
O 5.1448 -0.8876 0.5623
C 5.7025 -2.1581 0.0079
C 5.6033 -2.1783 -1.5042
H 4.4291 3.7089 -1.6232
H 4.0622 3.5902 0.0822
H 2.8378 3.1111 -1.2144
H 5.4673 1.8127 -0.3516
H 4.5225 1.1196 -1.6119
H 5.0961 -2.9153 0.4632
H 6.7123 -2.1948 0.3954
H 4.5286 -2.1733 -1.7829
H 6.0453 -3.0388 -1.9825
H 6.0457 -1.2561 -1.9118
C -5.4056 3.2996 0.2769
N -5.6430 1.8383 -0.1699
C -5.1731 1.6387 -1.6048
N -3.8191 2.0869 -1.6314
C -3.6712 3.4967 -1.2270
N -4.0026 3.7382 0.1531
C -3.0572 3.0425 1.1354
P -3.0164 1.2236 0.8902
C -4.9231 0.9014 0.7736
C -2.8958 1.2292 -0.9512
H -5.7644 3.4627 1.2847
H -6.0388 3.9478 -0.3194
H -6.6505 1.6404 -0.1470
H -5.7734 2.2873 -2.2617
H -5.3356 0.6197 -1.7932
H -4.4082 4.0410 -1.8715
H -2.6458 3.7123 -1.5460
H -3.3912 3.1955 2.1759
H -2.0457 3.4310 1.0258
H -5.4030 0.9211 1.7661
H -4.9674 -0.1187 0.4549
H -2.8189 0.1819 -1.2556
H -1.8550 1.5847 -1.1567

=====

No. 7
39
Properties=species:S:1:pos:R:3 method="wB97M-V/def2-TZVPD" total_energy_ev=-30540.793 charge=0 smiles=CCC[Si](CCC)(CCC)CCS fmax_ev_per_a=3.4
S -3.9614 -1.8605 -1.7334
C 2.5120 -1.5324 3.2011
C -1.7662 2.2554 2.4923
C 1.7669 1.2698 -3.6003
C -2.6091 -0.7581 -1.5865
C 2.0936 -0.8580 1.9042
C -1.6583 0.9605 1.7280
C 0.7999 1.1531 -2.5152
C -1.3715 -1.5047 -1.0602
C 0.8225 -1.4369 1.1652
C -0.7058 1.1333 0.5066
C 1.1976 0.0759 -1.5288
Si -0.0326 -0.4209 -0.1897
H -2.9489 -2.7273 -2.1115
H 3.1353 -0.9086 3.8447
H 1.6254 -1.8130 3.7578
H 2.9884 -2.4768 3.0499
H -0.8495 2.5852 2.9206
H -2.5765 2.2362 3.2654
H -2.0454 3.1474 1.9284
H 2.7488 1.7253 -3.3989
H 2.0667 0.3081 -4.0330
H 1.4301 2.0109 -4.3726
H -2.3567 -0.0881 -2.3938
H -2.7726 0.0102 -0.8570
H 1.9741 0.2324 2.1194
H 2.8537 -0.9132 1.0747
H -1.2579 -0.0134 2.2481
H -2.6102 0.5776 1.4154
H -0.2408 1.1044 -2.9197
H 0.7165 2.0577 -1.9177
H -0.9010 -2.0420 -1.8290
H -1.6011 -2.2853 -0.3326
H 0.0549 -1.6259 1.9795
H 1.0587 -2.2864 0.5666
H -1.1818 1.5700 -0.3525
H 0.1210 1.7436 0.7671
H 2.2029 0.2243 -1.1443
H 1.2781 -0.8297 -2.0586

=====

No. 8
44
Properties=species:S:1:pos:R:3 method="wB97M-V/def2-TZVPD" total_energy_ev=-55251.956 charge=+2 fmax_ev_per_a=4.1
I -2.0248 0.7885 2.1223
I 2.1001 1.8391 2.6057
Al -1.3162 0.2609 -0.7487
P 0.1444 -2.3790 -0.3777
C -0.1839 -3.4537 1.0207
C -1.1864 -2.6102 -1.5697
H -1.3141 -3.6868 -1.7182
H 1.3792 -4.1737 -1.3250
H -0.9101 -2.1791 -2.5384
H 1.6677 -2.6879 -2.2808
H -1.0369 -3.0681 1.5973
H -2.1640 -2.2199 -1.2669
C 1.5360 -3.0744 -1.2488
H -0.4027 -4.4498 0.6048
H 2.4714 -2.9067 -0.6857
H 0.6926 -3.5052 1.6857
P -0.5937 2.5278 -0.8408
C -0.4403 3.6170 0.6295
C 1.1199 2.7346 -1.5180
H -1.5728 3.0898 -3.0411
H -1.1084 4.4975 -2.0706
H -2.6237 3.6171 -1.7020
C -1.5822 3.5079 -2.0255
H 1.2087 2.2620 -2.5115
H 1.3866 3.8001 -1.6174
H -0.1510 4.6476 0.3318
H 0.3844 3.2359 1.2683
H 1.8354 2.2767 -0.8151
H -1.3252 3.6514 1.2852
C -0.2522 -0.5138 1.5807
O 0.2967 -0.8562 2.5990
C 2.0142 -1.6866 5.6948
C 2.4196 -1.9820 4.2484
C 3.5674 -2.9705 4.0496
C 0.2371 -0.6424 0.1621
H 1.7691 -2.6026 6.2376
H 1.1385 -1.0282 5.7057
H 2.8209 -1.1849 6.2397
H 2.6830 -1.0374 3.7463
H 3.3269 -3.9774 4.4022
H 3.8442 -3.0362 2.9886
H 4.4392 -2.6212 4.6090
H 1.2226 -0.1577 0.0336
H 1.5471 -2.2761 3.6529

=====

No. 9
62
Properties=species:S:1:pos:R:3 method="wB97M-V/def2-TZVPD" total_energy_ev=-82203.616 charge=-1 fmax_ev_per_a=1.1
O 4.6055 2.2121 4.7272
C 3.5934 1.8803 3.7554
C 3.7914 2.6217 2.4500
B 2.6884 2.0769 1.3618
C 1.8459 3.2492 0.5820
C 1.0726 4.1797 1.4982
S -0.1821 3.4172 2.5922
C -0.6618 1.9497 1.8145
N -0.8685 1.6630 0.5722
N -1.2130 0.3215 0.5439
C -1.1977 -0.0820 1.7643
O -0.8750 0.8837 2.6289
P 3.4093 0.9410 -0.0681
O 5.0967 0.9030 0.0790
Cl 2.8549 -1.0184 0.5846
H 4.2317 2.0288 5.5899
H 2.6042 2.1386 4.1407
H 3.6099 0.8101 3.5313
H 4.8270 2.4448 2.1519
H 3.6939 3.6891 2.6701
H 1.8867 1.3689 1.9619
H 2.5548 3.8818 0.0357
H 1.1913 2.8217 -0.1687
H 1.7372 4.7141 2.1708
H 0.5564 4.9370 0.9106
H -1.4158 -1.0901 2.0529
H 5.3434 -0.0051 0.2807
C 1.1296 -4.1521 0.0315
N 1.2090 -5.2839 -0.9334
O 2.2321 -5.4348 -1.5616
O 0.2268 -5.9977 -1.0253
H 2.0605 -3.6028 0.0172
H 0.3017 -3.5207 -0.2760
H 0.9470 -4.5801 1.0121
C 2.2593 -1.6730 4.9920
N 1.8978 -2.2478 3.6692
O 1.1227 -1.6273 2.9848
O 2.4270 -3.2996 3.3620
H 1.7215 -0.7400 5.1122
H 1.9785 -2.3996 5.7484
H 3.3329 -1.5105 4.9907
C -0.3454 0.0537 -3.0256
N 1.0096 -0.4981 -3.2987
O 1.1118 -1.3642 -4.1557
O 1.9174 -0.0493 -2.6418
H -1.0534 -0.4381 -3.6741
H -0.5679 -0.1307 -1.9769
H -0.3061 1.1211 -3.2196
C -3.8755 -1.5452 -6.1915
N -3.7681 -0.7613 -4.9317
O -4.6941 -0.8096 -4.1480
O -2.7521 -0.1249 -4.7692
H -4.8290 -2.0585 -6.1935
H -3.7997 -0.8422 -7.0147
H -3.0454 -2.2448 -6.2061
C -7.0070 0.3756 -2.0037
N -8.1718 0.4327 -2.9279
O -9.1027 -0.3177 -2.7190
O -8.1130 1.2319 -3.8377
H -7.2058 -0.3771 -1.2510
H -6.1332 0.1193 -2.5937
H -6.8957 1.3588 -1.5575

=====

No. 10
53
Properties=species:S:1:pos:R:3 method="wB97M-V/def2-TZVPD" total_energy_ev=-44641.153 charge=0 smiles="C[C@H](F)C[PH2](B(N)O)c1ccncc1.NC(N)=O.NC(N)=O.NC(N)=O" fmax_ev_per_a=0.8
C 1.9040 2.1605 -0.5736
C 1.5098 1.6457 -1.9385
F 1.6355 2.7031 -2.8580
C 0.0980 1.1310 -1.9195
P 0.0226 -0.6416 -1.0893
B -1.0402 0.0939 0.3421
N -2.4945 0.0199 0.2927
O -0.4240 0.7673 1.3821
C 0.0336 -2.4469 -0.3758
C 0.3929 -2.7533 0.9339
C 0.4016 -4.0817 1.3476
N 0.0883 -5.1155 0.5689
C -0.2645 -4.8128 -0.6793
C -0.3088 -3.5198 -1.1963
H 1.2718 3.0028 -0.2978
H 2.9454 2.4732 -0.5497
H 1.8119 1.3677 0.1573
H 2.2320 0.8896 -2.2567
H -0.2662 1.0220 -2.9409
H -0.5136 1.8733 -1.3976
H -0.5629 -1.1717 -2.2676
H 1.4292 -0.6046 -0.8896
H -2.8606 0.9110 0.6195
H -2.8578 -0.7005 0.9052
H 0.3014 0.2625 1.7651
H 0.6878 -1.9766 1.6305
H 0.7010 -4.3094 2.3633
H -0.5162 -5.6422 -1.3294
H -0.5812 -3.3634 -2.2352
C -3.1430 -3.7874 -3.8364
O -2.0545 -3.5045 -4.3090
N -4.2533 -3.9686 -4.6150
N -3.3308 -3.9439 -2.4931
H -5.1558 -4.2000 -4.2479
H -4.1410 -3.8582 -5.6049
H -2.5216 -3.8098 -1.9121
H -4.2104 -4.1746 -2.0736
C -1.2927 4.4412 1.5323
O -1.3553 4.1693 0.3457
N -1.9201 5.5383 2.0635
N -0.5997 3.6727 2.4219
H -1.8844 5.7816 3.0342
H -2.4379 6.1192 1.4319
H -0.1350 2.8616 2.0507
H -0.5395 3.8709 3.4016
C 3.9504 1.7199 2.8304
O 3.1909 1.1792 2.0446
N 4.4140 2.9893 2.6330
N 4.3981 1.1015 3.9656
H 5.0401 3.4558 3.2604
H 4.1018 3.4676 1.8081
H 4.0792 0.1664 4.1343
H 5.0240 1.5290 4.6205

=====

Which value of charge does entry 8 give? +2

=====

Which value of charge does entry 10 give? 0

=====

Copy entry 5 word for word.
39
Properties=species:S:1:pos:R:3 method="wB97M-V/def2-TZVPD" total_energy_ev=-40101.446 charge=+2 spin_multiplicity=4 fmax_ev_per_a=7.3
B 3.7880 -1.8645 1.5856
C 3.6451 -1.0567 0.1892
C 2.2546 -0.3981 0.1240
C 2.1107 0.3579 -1.1753
C 0.7601 1.0082 -1.4238
C 0.5199 2.2246 -0.5304
C -0.9320 2.3574 -0.0782
C -1.2664 1.5788 1.1974
C -1.8301 0.1798 0.9531
C -3.2813 0.1890 0.5090
C -3.8429 -1.1913 0.2049
C -3.2167 -1.8850 -0.9930
H 3.2705 -2.9802 1.4866
H 4.8486 -1.6448 2.1421
H 3.0412 -1.5963 2.6051
H 4.4423 -0.3121 0.1164
H 3.7887 -1.7803 -0.6442
H 2.0750 0.2552 0.9680
H 1.4927 -1.1709 0.1660
H 2.2841 -0.3861 -1.9645
H 2.9283 1.1141 -1.2556
H 0.0303 0.2354 -1.2076
H 0.6279 1.2640 -2.4713
H 1.1519 2.2017 0.3532
H 0.8024 3.1176 -1.0784
H -1.0971 3.4101 0.1216
H -1.6094 2.1044 -0.8884
H -1.9878 2.1375 1.7806
H -0.3548 1.4832 1.7834
H -1.2408 -0.3111 0.1795
H -1.7331 -0.4317 1.8457
H -3.3923 0.8122 -0.3756
H -3.8733 0.6180 1.3113
H -3.8178 -1.8115 1.0952
H -4.8944 -1.0565 -0.0289
H -2.1317 -1.8046 -1.0018
H -3.4625 -2.9382 -1.0128
H -3.5761 -1.4308 -1.9097
Er 3.6782 -0.5984 -2.6785